Entry 1:
This record from OMol25 describes a structure of composition C44H61BF4IrN5O2. The level of theory is wB97M-V/def2-TZVPD.

Calculated values
Spin multiplicity: 5
LUMO (spin up / spin down) (eV): 0.0105 / -2.6260

The geometry in XYZ format:
```
118
Properties=species:S:1:pos:R:3:forces:R:3
Ir 1.541227 -0.816936 -0.926434 0.28 -0.13 -0.26
C 2.574878 -3.529830 0.279691 -0.03 -0.02 -0.06
N 2.178956 -3.013712 -1.052661 0.05 0.01 -0.03
C 3.318383 -3.144742 -1.983632 -0.08 -0.09 0.01
C 1.051384 -3.796001 -1.585690 0.02 -0.08 0.04
C -0.233896 -3.396924 -0.903288 -0.01 0.04 -0.01
N -0.520333 -1.969386 -1.121979 -0.15 -0.06 -0.02
C -1.475577 -1.471749 -0.088032 0.06 -0.10 0.01
C -1.020715 -1.764924 1.311147 -0.20 -0.03 -0.02
C -1.735123 -2.668207 2.078956 0.07 0.02 -0.01
C -1.349535 -2.980161 3.377559 0.01 0.04 -0.02
C -0.218304 -2.331664 3.854593 -0.04 -0.02 -0.04
C 0.545979 -1.417320 3.124459 -0.03 -0.04 0.10
C 0.134774 -1.118105 1.806645 0.23 0.20 -0.22
O 0.767770 -0.256165 1.022553 -0.13 0.02 0.40
C 1.766582 -0.833874 3.860249 0.02 -0.08 -0.02
C 1.279569 -0.111020 5.125133 -0.03 0.01 0.03
C 2.623704 0.158367 3.074297 -0.02 0.05 -0.03
C 2.699625 -1.986937 4.266927 0.02 -0.04 -0.01
C -2.142176 -3.999824 4.191227 0.00 0.01 0.02
C -2.107417 -5.358102 3.478542 0.01 -0.03 -0.02
C -3.600729 -3.540557 4.316040 -0.02 0.02 0.00
C -1.573344 -4.182556 5.597803 0.00 0.00 0.02
C -1.096886 -1.820668 -2.471718 -0.08 -0.01 -0.02
C -1.679055 -0.481206 -2.835506 0.07 0.21 0.01
C -2.812586 -0.419748 -3.591741 -0.07 0.02 0.00
C -3.374216 0.807366 -4.001033 -0.01 0.00 -0.01
C -2.762210 2.000987 -3.588583 -0.04 -0.05 0.01
C -1.628624 2.030567 -2.809337 0.04 -0.21 0.01
C -1.027382 0.752586 -2.449929 0.05 -0.07 0.18
O 0.029912 0.713607 -1.771544 -0.10 0.19 -0.32
C -1.020391 3.325950 -2.292615 -0.04 -0.02 -0.04
C 0.399801 3.519627 -2.848644 -0.01 0.07 0.02
C -0.992903 3.301947 -0.754112 -0.03 0.05 0.04
C -1.853816 4.534494 -2.720463 0.01 0.10 0.02
C -4.637484 0.792775 -4.851431 0.05 -0.04 0.04
C -4.338409 0.064110 -6.170494 -0.01 -0.01 -0.02
C -5.744128 0.039897 -4.096646 -0.05 0.00 0.00
C -5.147259 2.195963 -5.174328 -0.01 0.03 -0.02
H 2.718442 -4.614485 0.217996 0.02 -0.01 0.02
H 1.802634 -3.302654 1.013617 -0.01 -0.01 0.03
H 3.500265 -3.052619 0.587239 -0.06 -0.03 -0.01
H 3.573475 -4.203529 -2.117227 0.00 0.01 0.01
H 4.178357 -2.613357 -1.598018 0.07 0.07 0.03
H 3.035670 -2.724069 -2.948505 0.03 0.01 -0.02
H 1.231014 -4.867698 -1.428111 0.02 0.03 -0.02
H 1.011912 -3.636733 -2.664627 -0.05 0.05 0.02
H -0.136618 -3.553164 0.168142 0.00 -0.01 0.00
H -1.075471 -4.017366 -1.242012 0.05 0.00 -0.05
H -2.450978 -1.947247 -0.265609 0.00 0.01 0.03
H -1.587569 -0.399122 -0.237272 0.05 0.02 0.02
H -2.607885 -3.140091 1.637851 -0.02 -0.01 0.00
H 0.103466 -2.545893 4.863766 0.01 -0.02 -0.01
H 0.594153 0.698484 4.863676 0.01 0.01 -0.01
H 2.128873 0.318392 5.660784 0.02 0.00 0.01
H 0.756499 -0.781005 5.808339 0.01 0.01 0.02
H 2.057756 1.056056 2.834029 -0.09 0.07 -0.01
H 3.013092 -0.245949 2.145791 0.02 -0.07 -0.03
H 3.469744 0.444387 3.705130 0.00 0.04 -0.02
H 2.203969 -2.724199 4.899302 -0.01 0.01 0.01
H 3.556505 -1.594365 4.817779 0.02 0.01 0.01
H 3.080379 -2.501561 3.382457 0.01 0.01 -0.02
H -2.530699 -5.291954 2.475025 -0.01 0.01 -0.01
H -2.685333 -6.097770 4.036692 -0.01 -0.02 0.02
H -1.082456 -5.722814 3.386517 0.01 0.01 0.01
H -4.078908 -3.461992 3.338691 0.00 0.01 -0.01
H -3.659714 -2.562623 4.796742 0.01 0.00 0.01
H -4.176406 -4.251845 4.912007 -0.01 -0.02 0.01
H -0.544514 -4.546096 5.574941 0.01 -0.01 -0.02
H -2.172678 -4.915189 6.141209 -0.01 -0.01 0.01
H -1.591365 -3.250012 6.164542 -0.02 0.02 0.00
H -1.905938 -2.557557 -2.588820 0.03 0.00 -0.02
H -0.327496 -2.075314 -3.204788 0.04 0.02 0.03
H -3.296758 -1.345677 -3.878316 -0.02 -0.01 -0.01
H -3.216548 2.933854 -3.880961 0.00 -0.01 0.01
H 1.062945 2.702584 -2.586721 0.05 -0.12 0.05
H 0.817340 4.442012 -2.436598 0.00 0.01 -0.01
H 0.377820 3.620764 -3.935671 0.00 -0.02 -0.01
H -0.396755 2.482725 -0.361704 -0.01 -0.01 -0.04
H -2.004405 3.212125 -0.351544 -0.01 0.01 -0.01
H -0.573097 4.244173 -0.393287 0.01 0.00 0.02
H -1.870886 4.659655 -3.804979 0.01 -0.01 0.00
H -1.408004 5.433477 -2.293013 0.00 0.02 -0.01
H -2.882436 4.474573 -2.360366 0.00 0.00 0.03
H -4.033581 -0.968671 -6.001533 0.01 -0.01 0.00
H -3.545549 0.565620 -6.727045 0.01 0.02 0.01
H -5.234770 0.050534 -6.792726 -0.01 -0.01 -0.01
H -5.469682 -0.992906 -3.884452 0.02 -0.02 0.00
H -6.652120 0.022270 -4.701886 -0.01 0.00 0.00
H -5.977267 0.528715 -3.149494 0.01 0.02 0.01
H -4.420493 2.775060 -5.745908 0.02 -0.01 -0.01
H -5.400994 2.754583 -4.272248 -0.01 0.00 0.02
H -6.052029 2.116514 -5.777988 0.00 0.00 0.00
F 5.868371 -1.963741 0.497173 0.09 -0.09 0.04
B 5.277455 -0.816398 -0.011813 -0.17 -0.04 -0.13
F 5.631053 0.325188 0.677542 0.05 0.15 0.07
F 5.534047 -0.689224 -1.387172 0.07 0.00 -0.08
F 3.838212 -0.997582 0.116995 0.02 -0.05 0.24
N 2.285053 8.675038 3.595221 -0.01 0.06 0.03
C 2.413944 7.723876 2.964952 0.02 -0.17 -0.11
C 2.575474 6.529804 2.173370 -0.02 0.12 0.11
C 2.299779 5.283451 2.729231 -0.02 -0.03 0.01
C 2.462671 4.136435 1.975459 0.03 0.07 0.04
C 2.886999 4.239170 0.656698 0.00 -0.11 -0.07
C 3.162171 5.478094 0.094677 -0.04 0.10 0.04
C 3.012625 6.623159 0.856454 0.01 0.00 -0.07
N 3.024975 3.071133 -0.130283 -0.03 0.00 0.05
C 3.898856 2.872290 -1.183779 0.03 0.02 0.03
C 3.639269 1.633085 -1.660522 -0.05 -0.14 -0.15
N 2.608762 1.079194 -0.934275 -0.06 0.07 0.13
C 2.274026 1.951717 -0.017349 0.03 0.11 -0.05
H 1.970694 5.212113 3.756596 0.01 0.01 0.00
H 2.288042 3.169236 2.423177 0.01 -0.05 -0.02
H 3.471594 5.552799 -0.938228 0.01 -0.02 -0.01
H 3.221050 7.592543 0.425924 0.01 0.01 0.01
H 4.658219 3.585757 -1.442752 0.02 0.02 0.00
H 4.155039 1.080605 -2.424410 0.00 -0.01 0.00
H 1.496710 1.793349 0.710255 -0.01 -0.01 0.05
```
Forces are in eV/Å.

Entry 2:
This record from OMol25 describes the molecule C3H5NS in a non-equilibrium geometry. The level of theory is wB97M-V/def2-TZVPD.

Calculated values
Spin multiplicity: 1
LUMO (eV): 0.7435
Structure (SMILES): CSCC#N

The geometry in XYZ format:
```
10
Properties=species:S:1:pos:R:3:forces:R:3
C 1.296350 1.131904 0.312252 -1.63 0.88 0.39
S 1.054733 -0.451479 -0.391364 0.38 -1.14 -0.17
C -0.433933 -0.977814 0.547489 -0.73 1.51 -2.59
C -1.524759 -0.068933 0.087380 -0.24 0.82 -0.33
N -2.248006 0.727989 -0.341658 0.56 -0.92 0.59
H 2.255699 1.567264 0.179190 1.06 -0.19 0.13
H 0.599372 1.861494 -0.104516 -0.17 -0.08 -0.02
H 0.998474 0.955164 1.339432 0.56 0.68 0.47
H -0.428148 -0.896156 1.629262 0.50 -0.94 0.08
H -0.591026 -1.870953 -0.072668 -0.28 -0.61 1.45
```
Forces are in eV/Å.

Asked for energy above the lowest of the compared OMol25 structures with the same formula, charge and spin across the records above, the calculation gives 20.2; 14.0 kcal per mole in order.
Asked for energy across the records above, the calculation gives -72553.837; -15516.265 eV in order.